This record from the OMol25 dataset describes the molecule C8H16BrNO7P2 at a distorted geometry. The level of theory is ωB97M-V/def2-TZVPD.

XYZ file:
```
35
Properties=species:S:1:pos:R:3:forces:R:3:nbo_charge:R:1
C 4.67031 0.41085 0.21870 0.188 0.418 -0.046 -0.25
O 3.58409 1.07817 0.82555 -0.119 -0.023 0.103 -0.52
C 2.41907 0.30533 0.94217 0.106 0.538 -0.354 -0.18
C 1.36511 0.87601 -0.02373 -0.187 2.107 -0.657 0.78
O 1.33046 2.07675 -0.21900 0.084 -2.265 0.063 -0.52
O 0.50293 0.05837 -0.73973 0.196 0.659 1.041 -0.55
C -0.20723 -0.98647 -0.05903 0.127 -0.288 -1.055 -0.34
C -0.62330 -0.71039 1.36785 -0.191 0.532 -0.062 -0.50
C -1.65666 0.38909 1.63049 -0.148 -0.338 0.956 -0.09
O -1.41258 1.62196 0.98074 0.340 -0.386 -0.583 -0.52
C -2.21343 1.90270 -0.07112 -0.674 0.357 -0.379 0.83
C -1.56987 2.79624 -1.07003 -0.025 0.332 0.323 -0.72
O -3.35202 1.51190 -0.16790 0.189 -0.335 0.220 -0.63
P -1.62090 -1.47800 -1.23607 0.316 -1.001 -0.622 1.21
N -2.99443 -1.57712 -0.20742 0.268 0.089 -0.251 -1.19
O -1.79691 -0.09722 -2.09229 0.079 0.187 0.700 -0.97
P 0.90514 -2.56972 0.03783 0.407 0.107 0.656 1.04
O -0.06698 -3.78900 -0.41631 0.374 -0.032 0.167 -0.99
Br 2.21863 -2.27171 -1.77003 -0.337 -0.118 0.048 -0.26
H 5.32344 -0.01731 0.97054 0.089 -0.345 0.210 0.17
H 5.24559 1.15268 -0.31742 0.133 0.250 -0.160 0.19
H 4.35811 -0.33883 -0.49729 -0.152 -0.291 -0.121 0.17
H 2.65617 -0.73539 0.76929 -0.248 -0.393 0.027 0.19
H 2.03476 0.44946 1.94415 -0.149 -0.129 0.328 0.21
H -1.08243 -1.62188 1.73682 -0.156 -0.295 0.140 0.25
H 0.23229 -0.54415 2.01295 0.370 -0.052 -0.020 0.22
H -2.64591 0.00231 1.44677 -0.220 0.223 -0.375 0.23
H -1.60958 0.59278 2.69176 0.034 0.149 0.352 0.19
H -2.32368 3.19675 -1.72349 -0.342 0.127 -0.208 0.22
H -1.06580 3.59651 -0.54837 0.291 0.238 0.048 0.24
H -0.84022 2.25645 -1.65150 0.279 -0.245 0.000 0.27
H -3.31347 -2.53236 -0.18253 -0.170 -0.187 -0.105 0.39
H -3.74824 -0.97622 -0.51661 -0.065 0.312 0.315 0.41
H -2.53467 -0.20163 -2.69256 -0.213 0.066 -0.409 0.50
H -0.16777 -3.82692 -1.37317 -0.475 0.034 -0.288 0.51
```
Positions in Å, forces in eV/Å.

## Properties
HOMO level ... -8.467 eV
F_max ... 2.27 eV Å⁻¹
Electronic energy ... -4152.6206 Ha
SMILES string ... COCC(=O)O[C@@](CCOC(C)=O)(P(N)O)P(O)Br
HOMO-LUMO gap ... 8.803 eV